# 1
{
  "formula": "C4H4OS3",
  "method": "wB97M-V/def2-TZVPD",
  "homo_lumo_gap_ev": 8.076,
  "fmax_ev_per_a": 2.9,
  "smiles": "C=C(C(=O)S)C(=S)S",
  "energy_ha": -1424.5708,
  "total_charge": 0,
  "de_lowest_ev": 0.907,
  "elements": ["C", "C", "C", "C", "H", "H", "H", "H", "O", "S", "S", "S"],
  "xyz": [[-1.155, -0.595, -0.085], [0.007, 0.284, -0.227], [-0.069, 1.547, -0.566], [1.515, -0.133, 0.071], [-3.409, -0.631, 0.497], [-1.033, 1.906, -0.883], [0.778, 2.235, -0.475], [2.985, -1.565, 0.851], [2.447, 0.580, -0.233], [-2.376, 0.066, 1.057], [-1.340, -2.002, -0.848], [1.652, -1.692, 0.842]]
}

=====

# 2
{
  "formula": "C8H7ClN4OS",
  "method": "wB97M-V/def2-TZVPD",
  "homo_lumo_gap_ev": 8.468,
  "fmax_ev_per_a": 6.4,
  "smiles": "NC(N)=Nc1nc2cc(Cl)c(O)cc2s1",
  "energy_ha": -1461.6858,
  "total_charge": 0,
  "de_lowest_ev": 0.468,
  "elements": ["Cl", "N", "N", "O", "S", "C", "C", "C", "C", "C", "C", "C", "C", "N", "N", "H", "H", "H", "H", "H", "H", "H"],
  "xyz": [[-3.058, 2.518, -2.857], [-0.552, -0.737, 0.417], [0.889, -1.795, 1.918], [-0.993, 4.302, -1.562], [1.047, 0.843, 1.694], [0.346, -0.676, 1.384], [1.176, -2.831, 1.197], [-1.725, 0.757, -1.138], [-0.012, 2.806, -0.009], [-1.848, 2.052, -1.578], [-0.791, 0.519, -0.042], [-1.027, 3.136, -0.986], [-0.077, 1.482, 0.458], [1.061, -3.040, -0.107], [2.008, -3.624, 1.876], [-1.141, 4.082, -2.498], [-2.336, 0.104, -1.739], [0.717, 3.494, 0.355], [0.302, -2.461, -0.488], [0.957, -3.970, -0.285], [2.770, -3.895, 1.285], [2.288, -3.065, 2.703]]
}

=====

# 3
{
  "formula": "C21H98NO30Zr",
  "method": "wB97M-V/def2-TZVPD",
  "homo_lumo_gap_ev": 9.200,
  "fmax_ev_per_a": 3.4,
  "energy_ha": -3217.8483,
  "total_charge": 1,
  "elements": ["Zr", "C", "C", "O", "H", "H", "H", "H", "H", "C", "C", "O", "H", "H", "H", "H", "H", "C", "C", "O", "H", "H", "H", "H", "H", "O", "H", "H", "O", "H", "H", "O", "H", "H", "O", "H", "H", "O", "H", "H", "O", "H", "H", "O", "H", "H", "O", "H", "H", "O", "H", "H", "O", "H", "H", "O", "H", "H", "O", "H", "H", "O", "H", "H", "O", "H", "H", "O", "H", "H", "O", "H", "H", "O", "H", "H", "O", "H", "H", "O", "H", "H", "O", "H", "H", "C", "O", "H", "H", "H", "H", "C", "O", "H", "H", "H", "H", "C", "O", "H", "H", "H", "H", "C", "O", "H", "H", "H", "H", "C", "O", "H", "H", "H", "H", "C", "O", "H", "H", "H", "H", "C", "C", "C", "C", "C", "C", "N", "O", "C", "C", "C", "H", "H", "H", "H", "H", "H", "H", "H", "H", "H", "H", "H", "H", "H", "H", "H", "H", "H", "H"],
  "xyz": [[0.090, -1.460, -1.832], [0.332, -5.123, -4.081], [-0.459, -4.140, -3.259], [0.201, -2.934, -3.093], [1.338, -5.487, -3.741], [0.536, -4.786, -5.126], [-0.257, -6.049, -4.135], [-0.572, -4.611, -2.220], [-1.398, -4.057, -3.764], [-0.851, 0.616, 1.794], [-1.616, 0.077, 0.610], [-0.764, -0.477, -0.343], [-1.378, 1.315, 2.470], [0.008, 1.078, 1.342], [-0.446, -0.167, 2.443], [-2.212, 0.874, 0.160], [-2.287, -0.687, 0.905], [3.486, 0.695, -3.625], [2.473, -0.487, -3.596], [1.181, -0.180, -2.993], [4.081, 0.874, -2.732], [2.957, 1.560, -3.961], [4.250, 0.637, -4.455], [2.920, -1.345, -3.056], [2.279, -0.843, -4.631], [2.303, -1.779, 2.096], [2.779, -2.591, 2.438], [2.499, -0.989, 2.636], [0.254, -2.995, -0.028], [1.078, -3.468, 0.185], [-0.130, -2.704, 0.834], [-2.163, -2.872, -1.413], [-2.523, -2.903, -0.476], [-2.891, -2.481, -1.959], [-0.847, -2.845, 6.797], [-0.061, -2.861, 6.273], [-0.784, -1.950, 7.131], [-0.410, -2.669, 2.711], [-0.857, -2.825, 3.541], [0.452, -2.258, 2.748], [3.021, 1.064, 0.019], [2.924, 2.004, -0.422], [3.461, 1.177, 0.862], [-1.760, -1.459, -5.893], [-1.502, -2.376, -5.805], [-1.022, -0.920, -5.662], [-1.693, -0.687, -2.994], [-1.728, -1.033, -3.971], [-2.520, -0.404, -2.632], [0.009, 1.925, 6.755], [-0.859, 1.646, 6.456], [-0.173, 2.266, 7.641], [-4.412, -0.557, -2.541], [-5.366, -0.576, -2.317], [-4.269, -0.202, -3.452], [1.178, 2.296, 4.261], [0.393, 2.220, 3.714], [0.885, 2.269, 5.191], [-2.429, -3.030, 4.360], [-2.307, -2.875, 5.311], [-2.979, -2.269, 4.120], [-1.517, -5.935, 3.983], [-1.120, -6.344, 4.734], [-2.008, -5.152, 4.196], [4.193, -3.838, -0.425], [3.447, -3.661, 0.195], [4.084, -3.080, -1.020], [-3.642, -0.531, 4.617], [-3.980, -0.326, 3.738], [-4.401, -0.381, 5.186], [1.966, -4.694, 2.053], [1.293, -5.055, 2.674], [2.295, -5.516, 1.683], [1.192, -0.718, 5.746], [0.828, 0.144, 6.010], [1.913, -0.509, 5.170], [2.172, -1.286, -0.850], [2.408, -0.305, -0.725], [2.144, -1.633, 0.064], [-6.027, 0.522, 5.814], [-6.473, 0.129, 6.574], [-6.482, 1.325, 5.584], [-4.681, -0.727, 1.963], [-5.558, -0.872, 1.640], [-4.102, -1.439, 1.576], [-3.092, 1.879, -4.983], [-3.532, 0.484, -4.954], [-3.471, 2.415, -4.143], [-1.989, 2.001, -5.046], [-3.580, 2.353, -5.853], [-3.189, 0.103, -5.755], [0.522, 1.297, -6.485], [0.000, 0.626, -5.360], [-0.192, 1.975, -6.802], [1.492, 1.682, -6.279], [0.687, 0.598, -7.296], [0.541, 0.794, -4.568], [-3.612, -4.295, 1.406], [-2.975, -3.073, 1.110], [-4.563, -4.462, 0.869], [-3.016, -5.179, 1.167], [-3.855, -4.347, 2.441], [-2.264, -2.880, 1.783], [-1.847, -3.901, -7.871], [-1.369, -3.969, -6.471], [-0.972, -4.217, -8.528], [-2.760, -4.602, -7.857], [-2.047, -2.856, -8.044], [-1.208, -4.888, -6.169], [4.251, 1.401, 3.279], [3.177, 0.542, 3.476], [4.878, 1.394, 4.150], [4.865, 1.063, 2.451], [3.926, 2.392, 3.269], [2.437, 1.026, 3.874], [-3.222, 2.520, 5.955], [-2.291, 1.777, 5.251], [-4.245, 2.411, 5.521], [-3.286, 2.216, 7.028], [-2.993, 3.610, 5.941], [-2.667, 0.993, 4.902], [3.601, 5.932, -1.630], [3.620, 4.597, -0.893], [3.968, 4.766, 0.554], [2.692, 5.234, 1.322], [1.532, 4.301, 1.109], [1.172, 4.096, -0.360], [2.466, 3.702, -0.998], [2.224, 3.529, -2.444], [0.141, 2.899, -0.575], [0.531, 5.343, -1.023], [4.766, 3.781, -1.601], [2.922, 5.784, -2.486], [4.589, 6.179, -1.999], [3.298, 6.830, -0.984], [4.218, 3.751, 0.908], [4.853, 5.438, 0.670], [2.523, 6.348, 1.044], [2.865, 5.275, 2.447], [0.697, 4.670, 1.645], [1.855, 3.320, 1.492], [-0.287, 2.939, -1.652], [0.558, 1.915, -0.568], [-0.687, 2.960, 0.126], [0.768, 6.249, -0.465], [0.814, 5.540, -2.058], [-0.585, 5.208, -1.027], [5.751, 4.229, -1.528], [4.501, 3.545, -2.618], [4.820, 2.832, -1.039], [1.893, 2.623, -2.553]]
}

=====

# 4
{
  "formula": "C31H79AgF3N6O9Pd",
  "method": "wB97M-V/def2-TZVPD",
  "homo_lumo_gap_ev": [3.211, 2.815],
  "fmax_ev_per_a": 3.1,
  "spin_multiplicity": 3,
  "energy_ha": -2807.8396,
  "total_charge": 1,
  "de_lowest_ev": 11.017,
  "elements": ["Pd", "Ag", "C", "O", "O", "C", "F", "F", "F", "C", "C", "H", "H", "H", "H", "H", "H", "C", "C", "C", "O", "H", "H", "H", "H", "H", "H", "H", "C", "C", "C", "O", "C", "N", "H", "H", "H", "H", "H", "H", "H", "H", "H", "H", "H", "C", "C", "C", "O", "C", "N", "H", "H", "H", "H", "H", "H", "H", "H", "H", "H", "H", "C", "C", "C", "O", "C", "N", "H", "H", "H", "H", "H", "H", "H", "H", "H", "H", "H", "C", "C", "C", "O", "C", "N", "H", "H", "H", "H", "H", "H", "H", "H", "H", "H", "H", "C", "C", "C", "O", "C", "N", "H", "H", "H", "H", "H", "H", "H", "H", "H", "H", "H", "C", "C", "C", "O", "C", "N", "H", "H", "H", "H", "H", "H", "H", "H", "H", "H", "H"],
  "xyz": [[1.709, -6.946, 0.982], [1.927, -3.914, 5.704], [-3.471, -4.586, 4.658], [-2.997, -3.484, 5.519], [-2.317, -5.292, 4.239], [-4.541, -5.450, 5.493], [-4.910, -6.556, 4.772], [-4.173, -5.818, 6.707], [-5.675, -4.804, 5.666], [-3.887, -2.489, 5.997], [-3.041, -1.237, 6.339], [-2.239, -1.539, 7.012], [-2.611, -0.813, 5.431], [-3.646, -0.522, 6.896], [-4.516, -2.839, 6.816], [-4.607, -2.297, 5.202], [-3.946, -4.131, 3.789], [1.372, 0.125, 0.554], [2.401, -0.829, -0.028], [3.712, -0.128, -0.407], [2.504, -2.003, 0.793], [0.384, -0.328, 0.631], [1.267, 1.031, -0.042], [1.573, 0.316, 1.608], [1.915, -1.001, -0.989], [3.559, 0.748, -1.039], [4.438, -0.767, -0.910], [4.297, 0.053, 0.494], [5.270, 1.489, 7.273], [5.794, 0.859, 6.021], [7.233, 1.293, 5.747], [7.522, 2.727, 5.883], [7.039, 3.588, 4.856], [5.721, -0.562, 6.105], [5.259, 2.572, 7.150], [5.832, 1.218, 8.167], [4.256, 1.144, 7.474], [5.265, 1.131, 5.107], [7.584, 0.982, 4.763], [7.900, 0.940, 6.534], [7.637, 3.455, 3.955], [7.219, 4.620, 5.158], [5.978, 3.425, 4.667], [6.276, -0.871, 5.319], [6.258, -0.845, 6.912], [-2.618, 9.652, -7.568], [-3.045, 8.170, -7.427], [-2.853, 7.518, -6.015], [-1.470, 7.308, -5.811], [-1.157, 6.718, -4.535], [-4.436, 8.271, -7.795], [-3.034, 10.285, -6.784], [-2.896, 10.056, -8.541], [-1.547, 9.725, -7.380], [-2.584, 7.549, -8.194], [-3.414, 6.588, -5.917], [-3.301, 8.208, -5.300], [-0.126, 6.363, -4.536], [-1.768, 5.846, -4.302], [-1.213, 7.456, -3.735], [-4.507, 8.580, -8.754], [-4.769, 7.319, -7.856], [-1.939, -7.391, -4.900], [-0.507, -6.900, -4.562], [-0.076, -5.768, -5.504], [1.252, -5.376, -5.161], [1.551, -4.089, -5.663], [-0.674, -6.342, -3.214], [-2.411, -8.094, -4.213], [-1.948, -7.925, -5.850], [-2.548, -6.501, -5.057], [0.292, -7.636, -4.484], [-0.679, -4.860, -5.469], [-0.128, -6.087, -6.545], [1.554, -3.981, -6.748], [2.588, -3.832, -5.448], [0.856, -3.361, -5.244], [-1.156, -5.476, -3.412], [-1.462, -6.812, -2.791], [-7.012, -0.779, -2.608], [-6.830, -2.279, -2.762], [-7.536, -2.921, -3.988], [-8.949, -2.681, -3.883], [-9.671, -3.128, -5.023], [-5.399, -2.431, -2.937], [-6.814, -0.460, -1.584], [-8.045, -0.470, -2.770], [-6.447, -0.142, -3.288], [-7.158, -2.836, -1.884], [-7.446, -4.002, -3.878], [-7.032, -2.751, -4.939], [-9.478, -2.442, -5.847], [-10.737, -3.200, -4.806], [-9.450, -4.145, -5.344], [-5.025, -1.980, -3.759], [-4.834, -2.005, -2.216], [-1.795, 10.293, 8.416], [-2.095, 10.209, 6.866], [-1.943, 8.801, 6.150], [-0.585, 8.370, 5.949], [-0.580, 7.114, 5.266], [-3.475, 10.653, 6.703], [-0.820, 9.840, 8.593], [-2.575, 9.845, 9.032], [-1.628, 11.282, 8.843], [-1.537, 10.945, 6.287], [-2.476, 8.880, 5.202], [-2.460, 8.106, 6.812], [-1.042, 6.326, 5.861], [0.447, 6.833, 5.034], [-1.089, 7.212, 4.307], [-3.617, 11.494, 7.244], [-4.216, 10.006, 6.934], [6.286, -8.646, -3.630], [6.867, -7.662, -2.563], [7.960, -6.675, -3.032], [8.249, -5.557, -2.213], [9.316, -4.735, -2.656], [5.689, -6.847, -2.287], [5.955, -8.171, -4.553], [5.523, -9.369, -3.337], [7.129, -9.304, -3.839], [7.186, -8.112, -1.623], [7.789, -6.253, -4.023], [8.834, -7.311, -3.170], [8.998, -3.973, -3.368], [10.236, -5.243, -2.944], [9.580, -4.040, -1.858], [6.031, -5.957, -1.955], [5.374, -6.548, -3.199]]
}

=====

# 5
{
  "formula": "C2H9NO3",
  "method": "wB97M-V/def2-TZVPD",
  "homo_lumo_gap_ev": 10.522,
  "fmax_ev_per_a": 2.3,
  "smiles": "CC(N)=O.O.O",
  "energy_ha": -362.0934,
  "total_charge": 0,
  "de_lowest_ev": 0.582,
  "elements": ["C", "C", "N", "O", "H", "H", "H", "H", "H", "H", "H", "O", "H", "H", "O"],
  "xyz": [[-1.738, -0.552, -1.787], [-0.700, -0.211, -0.737], [-0.334, -1.228, 0.091], [-0.124, 0.851, -0.737], [-2.170, 0.380, -2.141], [-1.255, -1.133, -2.573], [-2.558, -1.214, -1.498], [0.558, -1.020, 0.525], [-0.705, -2.137, 0.134], [2.552, -2.751, 1.810], [1.856, -1.806, 2.839], [1.779, -2.219, 1.991], [0.125, 3.142, -0.267], [1.089, 2.665, 0.825], [0.557, 3.387, 0.575]]
}

=====

# 6
{
  "formula": "C7H11N2O",
  "method": "wB97M-V/def2-TZVPD",
  "homo_lumo_gap_ev": [7.775, 7.778],
  "fmax_ev_per_a": 6.5,
  "energy_ha": -457.6943,
  "total_charge": 1,
  "de_lowest_ev": 3.939,
  "elements": ["C", "C", "C", "C", "C", "C", "C", "N", "N", "O", "H", "H", "H", "H", "H", "H", "H", "H", "H", "H", "H"],
  "xyz": [[1.465, 0.069, -0.445], [3.507, 0.429, 0.518], [3.612, -0.584, -0.560], [-0.907, 0.174, -1.036], [-2.200, -0.213, -0.480], [-2.760, 0.396, 0.632], [-4.028, 0.071, 1.342], [2.057, 0.527, 0.642], [2.262, -0.569, -1.150], [4.265, 1.071, 1.209], [4.383, -0.301, -1.311], [3.789, -1.571, -0.228], [-0.935, 1.285, -1.251], [-0.508, -0.521, -1.791], [-2.646, -1.199, -0.848], [-2.190, 1.264, 1.001], [-4.648, -0.271, 0.467], [-4.421, 0.860, 2.075], [-3.891, -0.874, 1.909], [1.664, 1.002, 1.367], [2.131, -1.044, -2.062]]
}